(1)
The molecule C3H3Cl2F in a non-equilibrium geometry. Source: OMol25; level of theory: wB97M-V/def2-TZVPD.

Geometry as XYZ:
```
9
Properties=species:S:1:pos:R:3:mulliken_charge:R:1
C -0.64218 0.63361 0.69045 -0.45
C -0.41963 -0.32797 -0.41659 0.24
C -0.20574 -1.63687 -0.18819 -0.16
H -1.14779 0.04928 1.46142 0.27
H -1.26898 1.42296 0.39249 0.34
H 0.15454 -2.22359 -1.03923 0.34
F -0.53509 -2.12981 0.98452 -0.23
Cl 0.89713 1.40384 1.38785 -0.18
Cl -0.03340 0.23775 -1.98723 -0.19
```

HOMO energy: -9.7 eV
ΔE to the lowest compared entry with this formula, charge and spin: 8.0 kcal per mole
DFT total energy: -30920.9666 eV
SMILES string: F/C=C(/Cl)CCl

***

(2)
A cluster of 2 separate species, C3H3Cl2N in total in a non-equilibrium geometry. Source: OMol25; level of theory: wB97M-V/def2-TZVPD.

Geometry as XYZ:
```
9
Properties=species:S:1:pos:R:3:mulliken_charge:R:1
C 1.91656 0.23754 1.64016 0.08
C -1.12048 -1.03366 -0.75313 -0.76
C -1.74276 -0.93215 0.40299 0.46
N 2.16641 1.33397 1.43228 -0.34
Cl -2.28369 -2.09156 1.47702 -0.14
Cl -2.08388 0.63125 1.10560 -0.18
H 1.78326 -0.74146 2.07821 0.27
H -0.63840 -0.27627 -1.33994 0.29
H -1.10383 -1.90560 -1.22562 0.32
```

HOMO energy: -9.9 eV
ΔE to the lowest compared entry with this formula, charge and spin: 39.3 kcal per mole
DFT total energy: -29692.5305 eV
SMILES string: C=C(Cl)Cl.C#N

***

(3)
The ion C3H3Cl2N2 with charge +1 in a non-equilibrium geometry. Source: OMol25; level of theory: wB97M-V/def2-TZVPD.

Geometry as XYZ:
```
10
Properties=species:S:1:pos:R:3:mulliken_charge:R:1
C -1.49554 0.22755 -0.09325 0.48
C -2.69738 -0.40185 -0.00984 0.43
C -0.07291 0.12905 0.13002 -0.98
N -1.70079 3.05526 -0.32928 -0.26
N -1.90427 2.00226 -0.09882 0.22
Cl -4.16203 0.56071 0.19199 0.01
Cl -2.89480 -2.06460 -0.10276 0.04
H 0.67858 0.32842 -0.72855 0.34
H 0.14292 -0.86171 0.65581 0.31
H 0.25825 0.79286 0.80281 0.41
```

HOMO energy (alpha / beta): -12.8 / -16.7 eV
ΔE to the lowest compared entry with this formula, charge and spin: 4.0 kcal per mole
DFT total energy: -31171.7246 eV
Spin multiplicity: 3
Charge: +1

***

(4)
A cluster of 2 separate species, C3H3Cl2NO in total in a non-equilibrium geometry. Source: OMol25; level of theory: wB97M-V/def2-TZVPD.

Geometry as XYZ:
```
10
Properties=species:S:1:pos:R:3:mulliken_charge:R:1
C -0.95912 -1.21611 -0.83381 0.22
C 1.78010 1.47391 0.78769 -0.02
C -1.62247 -0.31171 -0.14355 0.22
N 0.01523 -1.96931 -0.99477 -0.43
O 1.34295 2.51830 0.42148 -0.38
Cl -1.95620 1.20840 -0.89381 -0.14
Cl -2.70277 -0.71288 1.21042 -0.15
H 1.32345 0.63555 1.41694 0.18
H 2.80978 1.13183 0.65408 0.22
H -0.03095 -2.75799 -1.62467 0.28
```

HOMO energy: -9.1 eV
ΔE to the lowest compared entry with this formula, charge and spin: 65.5 kcal per mole
DFT total energy: -31738.8610 eV
SMILES string: N=C=C(Cl)Cl.C=O

***

(5)
The molecule C3H3Cl2NO in a non-equilibrium geometry. Source: OMol25; level of theory: wB97M-V/def2-TZVPD.

Geometry as XYZ:
```
10
Properties=species:S:1:pos:R:3:mulliken_charge:R:1
C -0.97901 -0.73557 -0.83488 -0.76
C -0.75723 0.31934 -0.07647 0.53
C 0.80318 0.57646 0.39403 -0.18
N 1.49612 -0.44892 1.05242 -0.03
O 0.76583 -1.26650 1.64494 -0.23
Cl -1.92547 1.32228 0.61180 -0.17
Cl 1.78288 0.67664 -1.14953 -0.15
H -1.96858 -0.89253 -1.07734 0.36
H -0.04569 -1.13921 -1.32577 0.23
H 0.82796 1.58802 0.76082 0.40
```

HOMO energy (alpha / beta): -10.0 / -10.0 eV
ΔE to the lowest compared entry with this formula, charge and spin: 86.3 kcal per mole
DFT total energy: -31737.9589 eV
SMILES string: C=C(Cl)[C@H](Cl)N=O

***

(6)
A structure of composition C3H3Cl2NO3RuV in a non-equilibrium geometry. Source: OMol25; level of theory: wB97M-V/def2-TZVPD.

Geometry as XYZ:
```
14
Properties=species:S:1:pos:R:3:mulliken_charge:R:1
V -1.00939 3.41368 -2.87180 0.60
Ru 0.14382 -2.68601 2.38867 0.92
Cl 0.20208 1.59134 -3.21696 0.31
Cl -1.73644 -1.68459 2.95383 0.11
C 1.16123 -2.61244 3.85069 0.63
C -0.87342 4.78086 -4.12161 0.52
C -2.01424 4.26103 -1.52086 0.51
O 1.63854 -2.39745 4.93047 -0.03
O -0.82265 5.65429 -4.90236 0.02
O -2.66359 5.11184 -1.06160 0.03
N 1.36495 -3.68842 1.08077 -0.86
H 2.05089 -3.17661 0.51694 0.36
H 0.70830 -4.11503 0.43465 0.46
H 1.84991 -4.45250 1.53916 0.40
```

HOMO energy (alpha / beta): -24.8 / -25.8 eV
ΔE to the lowest compared entry with this formula, charge and spin: 0.0 kcal per mole
DFT total energy: -64051.9253 eV
Spin multiplicity: 8
Charge: +4

***

(7)
The molecule C3H3Cl3 in a non-equilibrium geometry. Source: OMol25; level of theory: wB97M-V/def2-TZVPD.

Geometry as XYZ:
```
9
Properties=species:S:1:pos:R:3:mulliken_charge:R:1
C 1.15205 0.23355 0.05440 -1.21
C -0.09769 -0.45335 -0.13689 0.51
C -1.33805 0.03889 0.10001 0.19
H 2.02993 -0.49884 0.07026 0.34
H 1.28725 0.85534 -0.74409 0.37
H 1.24065 0.83523 1.00702 0.32
Cl 0.01032 -2.03934 -0.65344 -0.19
Cl -1.45284 1.81222 0.30476 -0.19
Cl -2.83161 -0.78369 -0.00203 -0.14
```

HOMO energy: -9.1 eV
ΔE to the lowest compared entry with this formula, charge and spin: 5.8 kcal per mole
DFT total energy: -40726.0554 eV
SMILES string: CC(Cl)=C(Cl)Cl

***

(8)
A cluster of 2 separate species, C3H3Cl3S in total in a non-equilibrium geometry. Source: OMol25; level of theory: wB97M-V/def2-TZVPD.

Geometry as XYZ:
```
10
Properties=species:S:1:pos:R:3:mulliken_charge:R:1
C -0.00426 -1.46878 -1.84398 -0.02
C -0.13879 1.38475 0.23660 -0.08
C 0.30746 0.34324 0.85022 -0.32
S -0.34111 -0.33415 -2.92321 -0.18
Cl 1.03298 2.04415 -0.85925 -0.17
Cl 1.42366 -2.27646 -1.82343 -0.07
Cl -0.59645 -0.40539 2.07298 -0.17
H -0.83984 -1.84583 -1.07894 0.28
H -1.09493 1.80315 0.01613 0.37
H 1.42329 0.17115 0.75478 0.36
```

HOMO energy: -9.2 eV
ΔE to the lowest compared entry with this formula, charge and spin: 22.3 kcal per mole
DFT total energy: -51560.0684 eV
SMILES string: Cl/C=C/Cl.S=CCl

***

(9)
The molecule C3H3ClF2 in a non-equilibrium geometry. Source: OMol25; level of theory: wB97M-V/def2-TZVPD.

Geometry as XYZ:
```
9
Properties=species:S:1:pos:R:3:mulliken_charge:R:1
C -0.85128 -0.47739 -0.59644 0.31
C 0.41327 -0.36670 0.16162 0.39
C 0.79449 -1.56397 0.84868 -0.77
H -0.85555 -1.63602 -0.79794 0.16
H 1.73586 -1.65843 1.24092 0.34
H 0.14402 -2.42125 0.71633 0.23
F -2.01334 -0.28134 0.23095 -0.24
F -0.84467 0.32004 -1.71303 -0.24
Cl 1.32699 1.16564 0.57037 -0.18
```

HOMO energy: -10.2 eV
ΔE to the lowest compared entry with this formula, charge and spin: 31.1 kcal per mole
DFT total energy: -21115.2094 eV
SMILES string: C=C(Cl)C(F)F

***

(10)
The molecule C3H3ClF2 in a non-equilibrium geometry. Source: OMol25; level of theory: wB97M-V/def2-TZVPD.

Geometry as XYZ:
```
9
Properties=species:S:1:pos:R:3:mulliken_charge:R:1
C -0.84980 -0.71541 0.59025 -0.17
C -0.75664 0.69209 0.52483 0.08
C 0.47663 -0.00689 0.71583 -0.06
H -1.22452 -1.06035 1.44925 0.38
H -0.89693 1.37474 1.44450 0.24
H 0.59145 0.13002 1.91798 0.24
F -1.41108 -1.12296 -0.61917 -0.29
F -1.05991 1.26704 -0.61415 -0.25
Cl 1.79693 -0.09176 -0.27631 -0.16
```

HOMO energy: -10.2 eV
ΔE to the lowest compared entry with this formula, charge and spin: 61.3 kcal per mole
DFT total energy: -21113.8968 eV
SMILES string: F[C@@H]1[C@H](F)[C@@H]1Cl